*1*
This record from the Open Molecules 2025 dataset describes a 7-piece molecular cluster, H14O7 overall. The level of theory is the ωB97M-V functional and the def2-TZVPD basis.

XYZ file:
```
21
Properties=species:S:1:pos:R:3:mulliken_charge:R:1
O -0.30548 -0.39366 1.42535 -0.60
H -1.12828 0.12788 1.55623 0.31
H -0.41990 -0.90674 0.66830 0.29
O 1.43868 0.74808 -2.43131 -0.63
H 0.74449 0.64230 -1.83505 0.36
H 1.35809 -0.00059 -3.12054 0.35
O -1.92029 -2.91019 -3.89129 -0.64
H -0.98319 -3.09998 -3.99214 0.33
H -1.97978 -2.84958 -2.88911 0.30
O 0.46836 -2.23802 4.78492 -0.59
H 0.81175 -1.77120 5.57293 0.31
H 0.44772 -3.07512 5.07617 0.28
O 1.88853 2.83326 0.40631 -0.60
H 1.93682 3.69762 -0.00013 0.31
H 0.97081 2.56082 0.20895 0.28
O 0.03609 -0.75105 -2.39984 -0.63
H 0.01332 -1.65728 -2.02412 0.23
H -0.77423 -0.60725 -2.82344 0.31
O -0.64634 3.35007 1.61079 -0.62
H -1.54044 2.85776 1.52564 0.30
H -0.41673 3.44288 2.57137 0.32
```

Net charge   0
2S+1   1
LUMO level   -0.18 eV
Orbital gap   10.02 eV
SMILES string   O.O.O.O.O.O.O

***

*2*
This record from the Open Molecules 2025 dataset describes a 7-piece molecular cluster, H14O7 overall. The level of theory is the ωB97M-V functional and the def2-TZVPD basis.

XYZ file:
```
21
Properties=species:S:1:pos:R:3:mulliken_charge:R:1
O -1.59754 -0.15946 -0.05204 -0.65
H -1.15447 -0.95687 0.24381 0.35
H -2.45974 -0.15724 0.39651 0.27
O 0.69268 0.82519 -4.54696 -0.61
H 0.21135 0.53603 -5.30696 0.31
H 1.61208 0.58132 -4.65453 0.31
O 0.39418 -1.19483 -1.92117 -0.64
H 1.22239 -0.99591 -1.46832 0.32
H 0.02700 -0.29379 -1.92849 0.30
O -2.84939 -0.68078 3.52537 -0.65
H -2.92210 -1.58493 3.87852 0.31
H -2.17964 -0.71167 2.80190 0.33
O 2.60504 0.08131 0.29620 -0.62
H 3.18338 0.30476 -0.44582 0.29
H 2.03721 0.85706 0.39886 0.34
O 0.18947 -0.78183 2.24185 -0.58
H 0.40764 0.14537 2.13986 0.33
H 1.03170 -1.15876 2.46559 0.28
O 0.21400 1.72821 0.79098 -0.70
H -0.43122 1.05848 0.46087 0.45
H -0.23402 2.55835 0.68397 0.27
```

Net charge   0
2S+1   1
LUMO level   0.39 eV
Orbital gap   11.30 eV
SMILES string   O.O.O.O.O.O.O

***

*3*
This record from the Open Molecules 2025 dataset describes a 7-piece molecular cluster, H14O7 overall. The level of theory is the ωB97M-V functional and the def2-TZVPD basis.

XYZ file:
```
21
Properties=species:S:1:pos:R:3:mulliken_charge:R:1
O 0.79077 3.52784 1.71395 -0.64
H 1.00093 2.59822 1.80260 0.37
H -0.11113 3.54050 1.39357 0.31
O -0.92018 -2.62993 -2.02213 -0.65
H -1.33075 -1.81165 -2.30158 0.30
H -0.73596 -3.09661 -2.83730 0.30
O 1.06955 0.80304 2.53152 -0.70
H 1.82830 0.79257 3.11498 0.28
H 0.31932 0.67065 3.11106 0.32
O -1.53645 2.20154 -1.18139 -0.63
H -2.34499 2.22206 -0.66947 0.31
H -0.94820 1.63829 -0.67845 0.36
O 1.93041 -0.60952 -2.02887 -0.66
H 1.47592 -0.34172 -1.23014 0.43
H 2.23017 0.21066 -2.42089 0.30
O -0.71646 -3.08410 0.51081 -0.67
H -1.53054 -3.54659 0.70981 0.30
H -0.74354 -2.94721 -0.43617 0.43
O 0.20142 0.19658 0.02051 -0.81
H -0.31012 -0.60845 -0.05995 0.39
H 0.38153 0.27385 0.95743 0.35
```

Net charge   0
2S+1   1
LUMO level   0.13 eV
Orbital gap   10.89 eV
SMILES string   O.O.O.O.O.O.O

***

Winner for stability: *2*

***

*1*
This record from the Open Molecules 2025 dataset describes H14O7 as an isolated structure. The level of theory is the ωB97M-V functional and the def2-TZVPD basis.

XYZ file:
```
21
Properties=species:S:1:pos:R:3:mulliken_charge:R:1
O -0.14665 0.47536 -0.12054 -0.88
H -0.98478 0.00499 0.01372 0.28
H 0.61939 0.03727 0.26038 0.43
O -0.11305 1.12194 -2.83759 -0.64
H -0.24370 0.14969 -2.92643 0.28
H -0.20405 1.35128 -1.92256 0.37
O -0.27962 -0.43191 3.36942 -0.64
H -0.99802 -0.73657 2.91999 0.30
H 0.22192 -1.20978 3.79266 0.33
O 0.21555 3.20947 0.49144 -0.65
H 0.05501 2.27019 0.51602 0.42
H 0.07264 3.66083 1.36952 0.30
O 2.07687 -1.56923 -2.02615 -0.61
H 2.66440 -0.93697 -2.43572 0.31
H 1.93979 -1.54859 -1.10124 0.31
O 1.04430 -0.94830 0.60779 -0.54
H 1.21278 -0.38737 1.33618 0.38
H 0.89571 -1.75623 1.01813 0.28
O -2.30389 -0.82912 -0.64794 -0.57
H -3.12035 -1.06072 -0.16242 0.27
H -2.62425 -0.86623 -1.51467 0.27
```

Net charge   0
2S+1   1
LUMO level   -0.30 eV
Orbital gap   9.73 eV

***

*2*
This record from the Open Molecules 2025 dataset describes a 7-piece molecular cluster, H14O7 overall. The level of theory is the ωB97M-V functional and the def2-TZVPD basis.

XYZ file:
```
21
Properties=species:S:1:pos:R:3:mulliken_charge:R:1
O 0.07684 2.32193 -1.15770 -0.73
H -0.72916 1.84758 -1.43605 0.38
H -0.01166 3.26137 -1.43103 0.29
O 0.51823 -0.76448 -0.68467 -0.63
H 0.98347 -1.00062 0.08936 0.31
H 0.55939 0.18708 -0.75385 0.32
O -2.12120 0.80989 -1.87560 -0.72
H -2.66121 0.89468 -2.66738 0.31
H -1.83072 -0.11474 -1.79675 0.37
O 0.90951 -0.30613 2.19620 -0.64
H 1.18760 0.56772 1.98590 0.27
H 1.39920 -0.50024 2.95649 0.35
O -0.04418 -2.92829 2.50109 -0.60
H 0.64730 -3.59593 2.65004 0.31
H 0.38437 -2.12747 2.70562 0.34
O 1.39448 2.46291 1.23932 -0.67
H 1.97817 3.20668 1.09178 0.29
H 0.82005 2.38526 0.51790 0.41
O -1.33813 -2.05517 -2.34286 -0.69
H -0.53339 -1.71933 -1.94748 0.39
H -1.58895 -2.83270 -1.84033 0.32
```

Net charge   0
2S+1   1
LUMO level   0.54 eV
Orbital gap   11.75 eV
SMILES string   O.O.O.O.O.O.O

***

*3*
This record from the Open Molecules 2025 dataset describes a 7-piece molecular cluster, H14O7 overall. The level of theory is the ωB97M-V functional and the def2-TZVPD basis.

XYZ file:
```
21
Properties=species:S:1:pos:R:3:mulliken_charge:R:1
O -18.57208 -12.99428 13.21624 -0.66
H -18.61819 -12.26535 13.72495 0.37
H -18.74169 -13.73565 13.78277 0.34
O -15.89409 -12.34346 13.86467 -0.69
H -15.67802 -11.55893 13.32944 0.28
H -16.93243 -12.66879 13.74360 0.39
O -18.66156 -10.79185 15.08321 -0.52
H -18.04407 -10.16857 15.09383 0.29
H -19.45616 -10.59010 15.52211 0.28
O -16.45326 -9.78963 17.20799 -0.64
H -16.47949 -9.43085 16.39288 0.26
H -16.33011 -10.76506 16.90853 0.35
O -16.79659 -8.68340 14.35362 -0.55
H -17.45197 -8.10630 13.94590 0.30
H -16.48385 -8.83136 13.60695 0.22
O -20.25626 -11.09706 17.55003 -0.68
H -20.69057 -10.83928 18.40609 0.29
H -19.35483 -11.53869 17.80607 0.33
O -21.29060 -9.26286 15.58162 -0.58
H -21.05690 -9.83909 16.23175 0.32
H -21.53783 -9.90890 15.04545 0.31
```

Net charge   0
2S+1   1
LUMO level   0.24 eV
Orbital gap   10.93 eV
SMILES string   O.O.O.O.O.O.O

***

*4*
This record from the Open Molecules 2025 dataset describes a 7-piece molecular cluster, H14O7 overall. The level of theory is the ωB97M-V functional and the def2-TZVPD basis.

XYZ file:
```
21
Properties=species:S:1:pos:R:3:mulliken_charge:R:1
O -0.69839 -0.20303 -0.66926 -0.63
H -0.21048 -1.02185 -0.81237 0.32
H -1.50408 -0.48527 -0.22183 0.28
O -2.80565 -1.86288 -2.03167 -0.59
H -3.21457 -2.73200 -1.95163 0.31
H -3.06832 -1.55994 -2.90815 0.30
O -3.43822 2.46241 1.34071 -0.64
H -2.80159 2.19447 0.66847 0.32
H -3.02204 3.21855 1.76970 0.32
O 3.44058 0.34950 -1.12458 -0.66
H 3.69259 1.22252 -1.44600 0.34
H 2.49931 0.43230 -0.93446 0.30
O 1.90341 1.14011 -3.94144 -0.62
H 1.99943 0.75699 -3.06224 0.31
H 0.99128 1.45078 -3.96354 0.32
O 2.80277 -0.79380 2.35928 -0.63
H 3.18422 -0.15357 1.74805 0.32
H 2.00666 -0.36009 2.68654 0.31
O -0.98606 -1.17129 4.21027 -0.62
H -1.32989 -1.90250 3.68482 0.32
H -0.97002 -0.42850 3.59628 0.31
```

Net charge   0
2S+1   1
LUMO level   -0.01 eV
Orbital gap   11.44 eV
SMILES string   O.O.O.O.O.O.O

***

Winner for stability: *2*

***

*1*
This record from the Open Molecules 2025 dataset describes an isolated molecule of C2H4N2O2S2. The level of theory is the ωB97M-V functional and the def2-TZVPD basis.

XYZ file:
```
12
Properties=species:S:1:pos:R:3:mulliken_charge:R:1
O -0.77587 2.27869 -0.13226 -0.35
N -1.33060 1.12425 -0.80597 -0.48
C -1.03236 0.06713 -0.13440 0.49
N -1.68682 -1.16057 -0.36581 -0.25
O -0.72882 -2.25091 -0.23221 -0.37
S -0.07631 -0.00270 1.38858 -0.01
C 1.57204 -0.03493 0.71652 -0.11
S 2.02433 0.02299 -0.83294 -0.24
H -1.54365 2.88941 -0.49070 0.38
H -1.99466 -1.17718 -1.36924 0.30
H -0.01014 -2.14389 -0.96154 0.33
H 2.30159 -0.05413 1.55690 0.30
```

Net charge   0
2S+1   1
LUMO level   -0.50 eV
Orbital gap   8.57 eV
SMILES string   O/N=C(/NO)SC=S

***

*2*
This record from the Open Molecules 2025 dataset describes an isolated molecule of C2H4N2O2S2. The level of theory is the ωB97M-V functional and the def2-TZVPD basis.

XYZ file:
```
12
Properties=species:S:1:pos:R:3:mulliken_charge:R:1
O 2.16862 -0.76739 1.27221 -0.27
N 2.49289 0.08640 0.17914 -0.21
C 1.53658 0.21140 -0.76155 -0.26
S 0.22083 -1.15709 -0.72989 -0.21
C -0.97524 0.11011 0.01005 0.35
S -2.51461 -0.51220 0.26324 -0.31
N -0.65683 1.30562 0.39676 -0.12
O 0.04097 2.23116 -0.29565 -0.44
H 1.46030 -1.33386 0.93670 0.32
H 1.67740 0.82941 -1.77298 0.41
H -1.43555 1.73742 0.98001 0.28
H 1.10104 2.09243 -0.01227 0.45
```

Net charge   0
2S+1   1
LUMO level   -0.38 eV
Orbital gap   8.55 eV
SMILES string   O/N=C\SC(=S)NO

***

Winner for stability: *1*

***

*1*
This record from the Open Molecules 2025 dataset describes an isolated molecule of C12H16N2. The level of theory is the ωB97M-V functional and the def2-TZVPD basis.

XYZ file:
```
30
Properties=species:S:1:pos:R:3:mulliken_charge:R:1
C 0.11197 2.40425 2.83260 -0.27
C -0.63928 1.40136 3.47257 -0.60
C -0.67044 0.14770 2.84825 -0.41
C -0.17001 0.00403 1.55369 0.81
C 0.34027 1.08124 0.83100 0.50
C 0.52752 2.35699 1.58221 -1.23
C 0.60445 1.30154 -0.63772 -1.50
N 0.07774 0.17153 -1.31996 0.22
C -1.20197 0.12649 -1.86351 -0.47
C -1.14333 -1.18184 -2.67064 -0.61
C 0.29186 -1.87163 -2.36918 -0.91
C 0.89545 -0.95734 -1.25344 0.11
C 1.06640 -1.56185 0.16357 -1.16
N 0.03438 -1.36611 1.15873 -0.20
H 0.31643 3.36031 3.49651 0.20
H -1.10261 1.56438 4.45263 0.36
H -0.93452 -0.72310 3.36391 0.47
H 0.95890 3.13251 1.05375 0.54
H 0.05802 2.12887 -0.97138 0.58
H 1.62039 1.37730 -0.96846 0.38
H -2.11147 0.07790 -1.26384 0.15
H -1.24006 1.13029 -2.44032 0.39
H -1.39578 -0.97896 -3.75271 0.29
H -1.77800 -1.98339 -2.29158 0.29
H 0.06733 -2.78067 -1.85981 0.31
H 0.98103 -2.00633 -3.15552 0.44
H 1.92900 -0.76033 -1.40113 0.26
H 1.37765 -2.63444 0.01576 0.41
H 1.98594 -1.02776 0.46969 0.37
H -0.85727 -1.93294 0.92429 0.29
```

Net charge   0
2S+1   1
LUMO level   0.88 eV
Orbital gap   8.39 eV
SMILES string   c1ccc2c(c1)CN1CCC[C@@H]1CN2

***

*2*
This record from the Open Molecules 2025 dataset describes a 2-piece molecular cluster, C12H16N2 overall. The level of theory is the ωB97M-V functional and the def2-TZVPD basis.

XYZ file:
```
30
Properties=species:S:1:pos:R:3:mulliken_charge:R:1
C -1.34142 -1.69649 -1.38865 -1.23
C 0.12115 -1.97314 -1.05616 -0.58
C 1.00169 -0.88471 -1.65992 0.21
C 1.25851 -0.69148 -2.98041 -0.54
N 1.97811 0.47752 -3.03625 -0.11
C 2.17460 0.91843 -1.75923 -0.40
N 1.53542 0.14670 -0.90624 -0.24
H -1.30177 -1.38143 -2.42989 0.44
H -1.51779 -0.76196 -0.86748 0.22
H -2.12291 -2.34734 -1.02841 0.34
H 0.36430 -2.42351 -0.09534 0.31
H 0.59761 -2.81349 -1.61256 0.41
H 1.06229 -1.24779 -3.88603 0.45
H 2.13064 1.04172 -3.85724 0.23
H 2.75962 1.77178 -1.46969 0.44
C 1.02592 -0.66299 2.37209 -1.18
C -0.11271 0.28659 2.03863 0.74
C 0.08457 1.63245 2.29157 -0.47
C -0.82580 2.60322 1.87457 -0.64
C -2.00259 2.19486 1.31030 -0.39
C -2.24527 0.83247 1.09078 -0.33
C -1.33494 -0.13598 1.47784 -0.35
H 1.98128 -0.13810 2.37233 0.34
H 1.03774 -1.29390 1.48268 0.08
H 0.95636 -1.29416 3.23586 0.40
H 0.99381 1.92493 2.79256 0.36
H -0.70345 3.58478 2.32993 0.33
H -2.76223 2.93535 1.06606 0.36
H -3.25714 0.59384 0.75409 0.34
H -1.53560 -1.19814 1.54424 0.49
```

Net charge   0
2S+1   1
LUMO level   0.90 eV
Orbital gap   9.54 eV
SMILES string   CCc1c[nH]cn1.Cc1ccccc1

***

Winner for stability: *2*